[1]
Computed, not measured: a cluster of 2 separate species, C5H4F3NO3 in total in a non-equilibrium geometry, with ωB97M-V/def2-TZVPD.

```
16
Properties=species:S:1:pos:R:3:lowdin_charge:R:1
C 0.831 0.608 -1.132 0.001
C -0.124 1.023 -0.278 -0.215
C -0.824 2.274 -0.377 -0.532
C 0.491 -1.022 0.300 -0.243
C -2.461 -0.572 -0.096 -0.428
N -0.524 -0.051 0.638 0.118
O -0.510 3.005 -1.274 0.126
O -1.675 2.520 0.626 0.151
O 1.093 -0.708 -0.916 -0.014
F -2.341 -1.763 -0.706 0.145
F -2.496 0.384 -0.959 0.190
F -3.396 -0.589 0.868 0.161
H 1.284 1.248 -2.011 0.196
H 1.224 -1.138 1.130 0.147
H 0.140 -2.037 0.187 0.124
H -1.923 1.720 1.056 0.073
```

Its HOMO energy (spin up / spin down) is -0.31638 / -0.31638 Ha. The energy above the lowest of the compared OMol25 structures with the same formula, charge and spin is 261.1 kJ/mol. The calculation puts the gap between HOMO and LUMO (spin up / spin down) at 8.163 / 8.164 eV.

***

[2]
Computed, not measured: a structure of composition C33H19F10I2MnN5O5, with ωB97M-V/def2-TZVPD.

```
75
Properties=species:S:1:pos:R:3:lowdin_charge:R:1
Mn 0.734 0.809 -0.113 1.003
C 3.357 2.519 -0.487 -0.069
N 2.983 1.204 0.016 -0.268
C 3.263 1.033 1.443 -0.170
C 2.153 1.685 2.250 -0.204
N 0.893 1.035 1.903 -0.033
C -0.095 1.022 2.833 -0.164
C -1.144 0.076 2.780 -0.144
F -1.153 -0.830 1.794 0.115
C -2.189 0.029 3.677 -0.156
F -3.140 -0.907 3.538 0.105
C -2.263 0.923 4.730 -0.174
F -3.266 0.865 5.625 0.076
C -1.267 1.871 4.831 -0.158
F -1.321 2.785 5.817 0.093
C -0.237 1.928 3.911 -0.142
F 0.606 2.978 4.044 0.044
C 3.484 0.124 -0.824 -0.170
C 2.696 -0.004 -2.142 -0.209
N 1.407 0.679 -2.077 -0.057
C 0.627 0.637 -3.192 -0.173
C -0.359 1.631 -3.422 -0.162
F -0.458 2.673 -2.587 0.097
C -1.206 1.645 -4.508 -0.157
F -2.105 2.637 -4.638 0.095
C -1.111 0.685 -5.499 -0.165
F -1.930 0.703 -6.568 0.085
C -0.144 -0.284 -5.353 -0.160
F -0.022 -1.239 -6.288 0.099
C 0.684 -0.311 -4.242 -0.136
F 1.542 -1.353 -4.208 0.071
H 4.441 2.681 -0.379 0.087
H 2.816 3.296 0.049 0.069
H 3.078 2.589 -1.537 0.088
H 4.247 1.451 1.710 0.121
H 3.243 -0.035 1.658 0.102
H 2.128 2.766 2.058 0.087
H 2.378 1.554 3.311 0.123
H 3.375 -0.794 -0.249 0.102
H 4.556 0.255 -1.039 0.120
H 2.613 -1.074 -2.334 0.106
H 3.286 0.420 -2.968 0.115
I 0.105 5.523 1.511 0.900
C -1.236 3.961 1.213 -0.640
C -2.479 4.003 1.872 -0.237
C -3.401 3.012 1.712 -0.681
I -5.167 3.089 2.809 0.898
C -3.117 1.925 0.838 -0.213
C -3.993 0.851 0.556 -0.039
C -3.601 -0.163 -0.272 -0.025
C -2.305 -0.132 -0.817 -0.087
N -1.482 0.859 -0.588 0.084
C -1.861 1.880 0.208 -0.152
C -0.845 2.907 0.411 -0.440
O 0.321 2.746 -0.115 -0.180
H -2.681 4.834 2.535 0.074
H -4.969 0.836 1.022 0.061
H -4.247 -1.002 -0.487 0.110
H -1.932 -0.947 -1.428 0.121
O 1.995 -1.917 1.545 0.026
C 1.239 -2.059 0.590 -0.557
O 0.786 -1.060 -0.140 -0.164
C 0.767 -3.389 0.137 -0.159
C 1.027 -4.519 0.926 -0.041
C 0.619 -5.776 0.545 -0.022
C -0.069 -5.952 -0.676 -0.201
C -0.330 -4.822 -1.484 -0.018
C 0.080 -3.573 -1.073 -0.043
N -0.479 -7.211 -1.074 -0.430
O -0.232 -8.211 -0.320 -0.133
O -1.096 -7.343 -2.182 -0.129
H 1.560 -4.377 1.859 0.105
H 0.807 -6.647 1.154 0.092
H -0.847 -4.971 -2.420 0.094
H -0.118 -2.711 -1.699 0.094
```

Its HOMO energy (spin up / spin down) is -0.00992 / -0.11467 Ha. The multiplicity is 6. The expectation value of S² is 8.825. As for the net charge: -2. The calculation puts the gap between HOMO and LUMO (spin up / spin down) at 3.468 / 6.319 eV.

***

[3]
Computed, not measured: a cluster of 2 separate species, C7H17NO2 in total in a non-equilibrium geometry, with ωB97M-V/def2-TZVPD.

```
27
Properties=species:S:1:pos:R:3:lowdin_charge:R:1
C 2.018 -1.102 0.557 -0.120
C 0.985 -0.659 -0.461 -0.146
C 0.617 1.080 -0.299 -0.616
C 1.773 1.800 -0.982 -0.013
O 0.493 1.457 0.969 -0.030
O -0.637 1.328 -0.931 -0.154
N -0.632 0.979 -2.323 0.054
H 1.936 -0.559 1.498 0.067
H 1.908 -2.158 0.801 0.066
H 3.036 -0.934 0.201 0.069
H 0.166 -1.363 -0.580 0.060
H 1.409 -0.610 -1.462 0.077
H 2.704 1.531 -0.489 0.085
H 1.818 1.542 -2.036 0.072
H 1.617 2.872 -0.877 0.088
H -0.181 0.737 1.517 0.104
H -1.438 0.365 -2.426 0.075
H -0.840 1.851 -2.807 0.089
C -1.181 -0.332 2.211 -0.049
C -1.417 -1.245 1.231 -0.197
C -2.482 -1.085 0.201 -0.094
H -1.905 0.459 2.374 0.091
H -0.641 -0.635 3.098 0.081
H -0.837 -2.157 1.194 0.104
H -2.738 -0.034 0.066 0.080
H -3.377 -1.632 0.518 0.086
H -2.172 -1.497 -0.761 0.070
```

Its HOMO energy is -0.32229 Ha. The energy above the lowest of the compared OMol25 structures with the same formula, charge and spin is 436.6 kJ/mol. As for the SMILES: CC[C@](C)(O)ON.C=CC. The calculation puts the gap between HOMO and LUMO at 9.648 eV.

***

[4]
Computed, not measured: a cluster of 2 separate species, C8H12N2 in total in a non-equilibrium geometry, with ωB97M-V/def2-TZVPD.

```
22
Properties=species:S:1:pos:R:3:lowdin_charge:R:1
C -2.059 -0.130 0.798 -0.219
C 1.539 -0.175 -0.696 -0.072
C 1.113 1.412 1.121 -0.189
C 1.644 -0.026 0.820 -0.132
C -0.727 0.290 0.506 -0.293
C 0.374 -0.680 0.177 -0.382
C -1.739 0.578 -1.780 0.027
C 0.181 -2.201 0.242 -0.023
N -3.195 -0.389 0.936 0.149
N -0.172 1.550 0.560 0.023
H 1.410 0.617 -1.546 0.132
H 2.148 -1.127 -1.044 0.132
H 0.966 1.556 2.156 0.095
H 1.867 2.253 0.833 0.151
H 2.434 -0.468 1.367 0.123
H -2.140 -0.248 -2.493 0.044
H -0.694 0.985 -1.960 0.007
H -2.456 1.341 -1.443 0.006
H 0.948 -2.714 -0.317 0.064
H -0.755 -2.245 -0.298 0.066
H 0.040 -2.569 1.362 0.132
H -0.726 2.390 0.700 0.160
```

Its HOMO energy (spin up / spin down) is -0.24119 / -0.36107 Ha. The multiplicity is 3. The expectation value of S² is 2.015. The energy above the lowest of the compared OMol25 structures with the same formula, charge and spin is 181.0 kJ/mol. The calculation puts the gap between HOMO and LUMO (spin up / spin down) at 7.366 / 9.095 eV.

***

[5]
Computed, not measured: a cluster of 2 separate species, C3H10OS in total in a non-equilibrium geometry, with ωB97M-V/def2-TZVPD.

```
15
Properties=species:S:1:pos:R:3:lowdin_charge:R:1
C 0.808 -1.120 -0.058 -0.465
S 2.667 -1.085 -0.444 0.625
C 2.951 0.901 -0.427 -0.346
H 0.139 -1.047 -0.924 0.017
H 0.525 -0.257 0.590 0.017
H 0.634 -2.083 0.580 0.055
H 3.609 1.029 -1.316 0.000
H 1.904 1.323 -0.743 0.055
H 3.579 1.179 0.510 0.050
C -2.892 0.563 0.342 -0.177
O -3.083 -0.826 0.538 -0.152
H -3.222 0.778 -0.656 0.062
H -3.518 1.093 1.120 0.091
H -1.820 0.906 0.598 0.089
H -2.282 -1.354 0.291 0.081
```

Its HOMO energy is -0.32372 Ha. The energy above the lowest of the compared OMol25 structures with the same formula, charge and spin is 175.6 kJ/mol. As for the SMILES: CSC.CO. The calculation puts the gap between HOMO and LUMO at 9.540 eV.

***

[6]
Computed, not measured: a cluster of 2 separate species, H6N3P in total in a non-equilibrium geometry, with ωB97M-V/def2-TZVPD.

```
10
Properties=species:S:1:pos:R:3:lowdin_charge:R:1
N -2.260 0.406 0.136 -0.033
N 1.740 0.991 -0.218 -0.235
N 0.486 -1.199 -0.043 -0.323
P 0.708 0.175 0.893 0.754
H -2.298 -0.592 0.111 -0.116
H -2.496 0.530 1.100 -0.099
H 1.526 0.848 -1.138 -0.021
H 2.013 1.911 -0.112 -0.010
H 1.124 -1.501 -0.775 0.030
H -0.542 -1.568 0.048 0.053
```

Its HOMO energy (spin up / spin down) is -0.24185 / -0.34521 Ha. The energy above the lowest of the compared OMol25 structures with the same formula, charge and spin is 297.4 kJ/mol. The calculation puts the gap between HOMO and LUMO (spin up / spin down) at 6.252 / 9.707 eV.

***

[7]
Computed, not measured: a cluster of 6 separate species, H12O6 in total in a non-equilibrium geometry, with ωB97M-V/def2-TZVPD.

```
18
Properties=species:S:1:pos:R:3:lowdin_charge:R:1
O 0.515 2.282 -1.581 -0.080
H 0.365 2.032 -0.654 -0.010
H 0.673 1.597 -2.225 0.018
O -1.833 -1.533 -1.629 -0.090
H -2.736 -1.463 -1.998 0.040
H -1.957 -1.062 -0.754 0.019
O 0.690 0.861 0.614 -0.064
H 1.040 0.155 0.064 0.004
H -0.248 0.659 0.708 0.014
O 2.323 -0.782 -0.789 0.017
H 3.133 -0.469 -0.356 0.089
H 2.679 -0.972 -1.583 -0.006
O -2.135 0.467 0.826 -0.012
H -2.697 0.958 0.256 0.050
H -2.755 0.035 1.413 0.068
O 1.329 -1.047 2.635 -0.054
H 0.547 -1.159 3.189 0.033
H 1.068 -0.557 1.864 -0.036
```

Its HOMO energy is -0.38610 Ha. The energy above the lowest of the compared OMol25 structures with the same formula, charge and spin is 162.1 kJ/mol. As for the SMILES: O.O.O.O.O.O. The calculation puts the gap between HOMO and LUMO at 10.454 eV.